# 1
Formula: C8H7BrMnN3OS
Source: OMol25
Level of theory: the ωB97M-V functional and the def2-TZVPD basis

Structure (XYZ):
```
22
Properties=species:S:1:pos:R:3:mulliken_spin:R:1
Mn -1.804 -0.142 1.573 4.81
N 0.873 -3.052 3.547 0.00
C 0.251 -2.082 2.771 -0.01
S -0.689 -0.897 3.652 0.05
N 0.532 -2.136 1.507 0.00
N -0.058 -1.102 0.774 0.01
C 0.669 -0.624 -0.150 -0.01
C 0.324 0.489 -1.030 0.02
C 1.119 0.653 -2.173 0.00
C 0.943 1.699 -3.051 0.01
C -0.053 2.642 -2.759 0.00
C -0.836 2.523 -1.635 0.01
C -0.693 1.442 -0.729 0.00
O -1.466 1.374 0.306 0.04
H 0.398 -3.250 4.410 0.00
H 1.171 -3.859 3.022 0.00
H 1.650 -1.085 -0.289 0.01
H 1.895 -0.084 -2.364 0.00
H 1.563 1.795 -3.933 0.00
H -0.209 3.482 -3.428 0.00
H -1.607 3.251 -1.408 0.00
Br -3.973 -1.038 1.387 0.07
```

Properties
net charge = -1
electronic energy = -127130.5296 eV
highest occupied orbital energy (alpha / beta) = -4.253 / -4.761 eV
multiplicity = 6
maximum force = 1.14 eV/Å
LUMO (alpha / beta) = 3.27 / 3.24 eV

# 2
Formula: C8H7CaN2O5S
Source: OMol25
Level of theory: the ωB97M-V functional and the def2-TZVPD basis

Structure (XYZ):
```
24
Properties=species:S:1:pos:R:3:mulliken_charge:R:1
O 4.287 -2.458 -2.876 -0.16
C 3.262 -2.022 -2.627 0.15
Ca -0.581 0.214 0.007 1.14
O 0.295 -1.149 -3.249 -0.09
C 0.122 -0.747 -2.178 0.03
C 0.401 0.573 2.203 0.04
O 0.727 0.817 3.302 -0.15
C 0.957 2.022 -0.668 -0.05
O 1.567 2.932 -0.990 -0.07
C -0.459 -2.170 0.687 0.07
O -0.526 -3.267 1.015 -0.09
H 1.947 -0.633 0.074 -0.14
S -3.072 0.684 -0.597 -0.49
C -3.171 1.458 0.924 0.32
N -3.861 2.612 0.970 -0.19
C -4.324 2.950 2.299 -0.46
C -3.557 1.962 3.191 -0.48
N -2.884 1.098 2.215 0.00
H -4.233 3.007 0.121 0.22
H -5.417 2.819 2.391 0.28
H -4.083 3.999 2.526 0.30
H -4.244 1.407 3.858 0.29
H -2.824 2.495 3.823 0.29
H -2.392 0.271 2.528 0.24
```

Properties
net charge = +1
energy relative to the best compared isomer or geometry (same formula, charge and spin) = 27.20 kcal/mol
electronic energy = -50892.8621 eV
highest occupied orbital energy (alpha / beta) = -10.693 / -10.692 eV
maximum force = 6.24 eV/Å
LUMO (alpha / beta) = -4.44 / -4.44 eV

# 3
Formula: C8H7Cl2N2P
Source: OMol25
Level of theory: the ωB97M-V functional and the def2-TZVPD basis

Structure (XYZ):
```
20
Properties=species:S:1:pos:R:3:mulliken_charge:R:1
C -3.667 -1.206 0.487 -0.96
P -2.448 -1.961 1.668 0.20
Cl -2.011 -3.617 0.623 -0.18
N -0.974 -0.965 1.116 0.51
N -0.906 -0.122 0.049 -0.84
C 0.373 0.285 -0.062 0.44
C 1.006 1.184 -0.927 -0.49
C 2.329 1.454 -0.735 -0.44
C 3.168 0.754 0.237 -0.61
C 2.555 -0.067 1.086 -0.63
C 1.179 -0.332 0.995 0.72
C 0.267 -1.105 1.627 0.08
Cl 0.401 -2.073 3.025 -0.22
H -3.795 -0.120 0.665 0.32
H -3.255 -1.507 -0.496 0.31
H -4.690 -1.555 0.595 0.37
H 0.378 1.596 -1.797 0.31
H 2.738 2.252 -1.251 0.44
H 4.184 0.966 0.222 0.47
H 3.209 -0.828 1.673 0.21
```

Properties
net charge = 0
SMILES string = CP(Cl)n1nc2ccccc2c1Cl
energy relative to the best compared isomer or geometry (same formula, charge and spin) = 26.01 kcal/mol
electronic energy = -45722.9261 eV
highest occupied orbital energy = -8.205 eV
maximum force = 4.46 eV/Å
LUMO = 0.19 eV